ORCA calculation (ωB97M-V/def2-TZVPD) on a molecular structure, C2H5FN2.

E_LUMO (alpha / beta) (Ha): -0.06606 / -0.06603
Charge: 0
HOMO energy (alpha / beta) (eV): -9.4 / -9.4
Orbital gap (alpha / beta) (eV): 7.6 / 7.6
Energy relative to the best compared isomer or geometry (same formula, charge and spin) (kJ/mol): 722.11
DFT total energy (hartree): -288.29371

Each line ends with the natural charge from an NBO analysis.
CARTESIAN COORDINATES (ANGSTROEM)
C 1.1654 -0.3325 -0.3314  -0.576
C 0.0694 0.3775 0.5447  -0.334
N -0.8784 -0.6269 0.9306  -0.138
N -2.4289 -0.4662 -0.0528  0.195
F -2.1027 0.2663 -1.0934  -0.212
H 1.5696 0.4877 -0.9278  0.213
H 1.8196 -0.6731 0.3533  0.210
H 0.5864 -0.9919 -0.8709  0.219
H -0.2835 1.2291 -0.0083  0.202
H 0.4832 0.7299 1.4562  0.220